(1)
{
  "formula": "C3H7ClO",
  "method": "ωB97M-V/def2-TZVPD",
  "elements": ["Cl", "O", "C", "C", "C", "H", "H", "H", "H", "H", "H", "H"],
  "xyz": [[-1.70, -0.45, -0.18], [1.39, 0.08, -0.71], [0.50, 1.14, -0.18], [2.03, -0.79, 0.30], [-0.62, 0.55, 0.71], [-0.28, -0.14, 1.48], [3.11, -0.52, 0.68], [2.14, -1.85, 0.00], [-1.06, 1.41, 1.28], [1.30, -0.81, 1.07], [0.02, 1.61, -1.08], [1.18, 1.90, 0.37]],
  "homo_lumo_gap_ev": 10.96,
  "smiles": "COCCCl",
  "lumo_ev": 1.0,
  "largest_force_ev_per_a": 2.3,
  "multiplicity": 1,
  "energy_ev": -17792.986
}

(2)
{
  "formula": "C3H7ClO3",
  "method": "ωB97M-V/def2-TZVPD",
  "elements": ["Cl", "O", "O", "O", "C", "C", "C", "H", "H", "H", "H", "H", "H", "H"],
  "xyz": [[0.71, 1.99, -0.91], [0.99, -0.80, 1.10], [-0.03, 1.17, 1.77], [-1.28, -0.65, 1.25], [0.27, -0.56, -1.63], [-0.12, 0.03, 0.98], [-0.24, 0.57, -0.70], [-0.27, -1.52, -1.44], [-0.91, 1.73, 1.66], [1.42, -0.75, -1.70], [0.13, -0.41, -2.76], [-1.33, 0.77, -0.76], [-1.11, -1.31, 1.96], [1.76, -0.25, 1.18]],
  "homo_lumo_gap_ev": 10.35,
  "smiles": "C[C@H](Cl)C(O)(O)O",
  "lumo_ev": 0.6,
  "largest_force_ev_per_a": 3.7,
  "multiplicity": 1,
  "energy_ev": -21888.742
}

(3)
{
  "formula": "C3H7FN2O",
  "method": "ωB97M-V/def2-TZVPD",
  "elements": ["F", "O", "N", "N", "C", "C", "C", "H", "H", "H", "H", "H", "H", "H"],
  "xyz": [[-0.45, -0.81, -2.26], [-0.12, 2.53, 0.92], [0.54, -1.32, 1.17], [0.09, 1.17, 1.14], [-0.53, 0.47, 0.35], [-0.25, -1.00, 0.13], [0.45, -1.13, -1.22], [0.94, -2.17, -1.63], [1.15, -0.26, -1.32], [1.62, -1.84, 0.77], [-1.13, -1.52, 0.16], [0.75, -0.20, 2.05], [-1.30, 1.02, -0.30], [0.58, 3.09, 1.49]],
  "homo_lumo_gap_ev": 9.42,
  "lumo_ev": 0.7,
  "largest_force_ev_per_a": 9.1,
  "multiplicity": 1,
  "energy_ev": -10963.610
}

(4)
{
  "formula": "C3H7FN3",
  "method": "ωB97M-V/def2-TZVPD",
  "elements": ["F", "N", "N", "N", "C", "C", "C", "H", "H", "H", "H", "H", "H", "H"],
  "xyz": [[-4.41, 0.18, 0.51], [0.41, 1.50, -0.39], [-2.30, -1.08, 0.31], [-2.13, 0.32, -0.33], [1.37, 0.67, -0.27], [1.12, -0.78, -0.10], [-3.20, -0.10, 0.16], [-0.54, 1.13, -0.28], [-2.25, -1.91, -0.34], [0.18, -0.95, 0.43], [2.48, 1.01, -0.28], [0.51, 2.58, -0.34], [1.27, -1.16, -1.05], [2.07, -1.03, 0.47]],
  "charge": 1,
  "homo_lumo_gap_ev": 9.35,
  "lumo_ev": -4.4,
  "largest_force_ev_per_a": 3.6,
  "multiplicity": 1,
  "energy_ev": -10401.557
}

(5)
{
  "formula": "C3H7FO3",
  "method": "ωB97M-V/def2-TZVPD",
  "elements": ["F", "O", "O", "O", "C", "C", "C", "H", "H", "H", "H", "H", "H", "H"],
  "xyz": [[-0.77, -1.93, -0.10], [2.19, -1.41, 0.20], [1.58, 0.47, 1.27], [2.21, 0.35, -0.97], [-1.48, 0.32, 0.36], [1.68, -0.18, 0.14], [-0.68, -0.63, -0.50], [0.94, 1.22, 1.18], [2.78, -0.39, -1.28], [1.61, -1.95, 0.77], [-1.10, 1.27, 0.18], [-1.31, -0.06, 1.41], [-0.83, -0.57, -1.56], [-2.61, 0.23, 0.05]],
  "homo_lumo_gap_ev": [7.73, 7.73],
  "lumo_ev": [0.6, 0.6],
  "largest_force_ev_per_a": 5.3,
  "multiplicity": 1,
  "energy_ev": -12081.113
}

(6)
{
  "formula": "C3H7FOS",
  "method": "ωB97M-V/def2-TZVPD",
  "elements": ["S", "F", "O", "C", "C", "C", "H", "H", "H", "H", "H", "H", "H"],
  "xyz": [[0.69, 3.07, 1.26], [-0.79, 0.98, -3.77], [-0.28, -0.73, -1.66], [-0.15, -1.90, -1.67], [-0.11, 1.51, 0.73], [-0.05, -3.17, -1.87], [0.82, 3.85, 0.10], [0.16, 0.84, 1.61], [-0.23, -3.52, -2.87], [-1.24, 1.40, 0.73], [-1.05, 0.70, -2.93], [-0.01, -3.93, -1.15], [0.30, 0.89, -0.17]],
  "homo_lumo_gap_ev": 9.42,
  "smiles": "C=C=O.CS.F",
  "lumo_ev": 0.3,
  "largest_force_ev_per_a": 2.6,
  "multiplicity": 1,
  "energy_ev": -18822.924
}

(7)
{
  "formula": "C3H7FOS",
  "method": "ωB97M-V/def2-TZVPD",
  "elements": ["S", "F", "O", "C", "C", "C", "H", "H", "H", "H", "H", "H", "H"],
  "xyz": [[1.62, 0.68, -1.36], [-1.05, -1.07, -0.66], [-2.05, 0.27, 1.74], [1.12, -0.57, -0.02], [-0.30, -0.75, 0.45], [-0.88, 0.55, 1.06], [-0.94, 1.30, 0.23], [-2.88, 0.70, 1.37], [1.43, 1.53, -0.43], [1.79, -0.24, 0.76], [-0.44, -1.48, 1.17], [-0.21, 0.97, 1.92], [1.46, -1.55, -0.34]],
  "homo_lumo_gap_ev": 10.13,
  "smiles": "OC[C@@H](F)CS",
  "lumo_ev": 0.8,
  "largest_force_ev_per_a": 3.9,
  "multiplicity": 1,
  "energy_ev": -18823.668
}

(8)
{
  "formula": "C3H7FOS",
  "method": "ωB97M-V/def2-TZVPD",
  "elements": ["S", "F", "O", "C", "C", "C", "H", "H", "H", "H", "H", "H", "H"],
  "xyz": [[-2.11, -0.15, -0.49], [0.44, 1.42, 0.04], [2.52, -0.19, -0.68], [0.55, 0.17, 0.72], [-0.88, -0.35, 0.96], [1.46, -0.84, 0.00], [2.20, 0.70, -0.52], [0.97, 0.34, 1.69], [-1.30, 0.13, 1.83], [0.95, -1.43, -0.80], [1.86, -1.43, 0.77], [-1.19, 0.39, -1.24], [-0.64, -1.43, 1.03]],
  "homo_lumo_gap_ev": 10.21,
  "smiles": "OC[C@@H](F)CS",
  "lumo_ev": 0.8,
  "largest_force_ev_per_a": 2.4,
  "multiplicity": 1,
  "energy_ev": -18823.645
}

(9)
{
  "formula": "C3H7FS",
  "method": "ωB97M-V/def2-TZVPD",
  "elements": ["S", "F", "C", "C", "C", "H", "H", "H", "H", "H", "H", "H"],
  "xyz": [[2.09, -0.82, -1.41], [2.55, -1.77, 0.01], [-0.46, -0.76, -0.71], [-0.38, 1.38, 0.39], [-0.45, -0.14, 0.67], [-1.30, -0.53, 1.21], [-0.45, -1.84, -0.79], [0.30, -0.68, 1.11], [-0.87, -0.11, -1.50], [-0.64, 1.98, 1.29], [-1.04, 1.69, -0.33], [0.66, 1.61, 0.08]],
  "homo_lumo_gap_ev": 7.94,
  "lumo_ev": -0.9,
  "largest_force_ev_per_a": 4.5,
  "multiplicity": 1,
  "energy_ev": -16773.755
}

(10)
{
  "formula": "C3H7FS",
  "method": "ωB97M-V/def2-TZVPD",
  "elements": ["S", "F", "C", "C", "C", "H", "H", "H", "H", "H", "H", "H"],
  "xyz": [[2.39, -0.86, 0.04], [-2.34, 0.90, -1.35], [-0.84, 0.76, -0.88], [0.78, -0.58, 0.79], [-0.60, -0.37, -0.01], [-0.74, -1.62, -0.29], [2.37, 0.47, -0.15], [0.68, -1.35, 1.35], [-1.36, -0.08, 0.86], [-0.89, 1.65, -0.26], [0.79, 0.17, 1.61], [-0.26, 0.91, -1.73]],
  "homo_lumo_gap_ev": 10.17,
  "smiles": "FCCCS",
  "lumo_ev": 0.6,
  "largest_force_ev_per_a": 7.1,
  "multiplicity": 1,
  "energy_ev": -16774.495
}

(11)
{
  "formula": "C3H7I2NS",
  "method": "ωB97M-V/def2-TZVPD",
  "elements": ["I", "I", "S", "N", "C", "C", "C", "H", "H", "H", "H", "H", "H", "H"],
  "xyz": [[-2.44, -1.54, 0.38], [-1.87, 1.93, 0.30], [-0.63, -0.84, -2.32], [0.12, -0.26, -0.76], [-0.78, -0.09, 0.32], [0.01, -0.14, 1.68], [1.21, 0.65, -0.80], [0.51, 0.80, 1.83], [1.99, 0.28, -1.53], [0.95, 1.61, -1.17], [1.54, 0.90, 0.14], [0.58, -0.95, 1.58], [-0.78, -0.24, 2.38], [-0.40, -2.10, -2.04]],
  "homo_lumo_gap_ev": 8.43,
  "lumo_ev": -0.4,
  "largest_force_ev_per_a": 4.7,
  "multiplicity": 1,
  "energy_ev": -31749.412
}

(12)
{
  "formula": "C3H7IN",
  "method": "ωB97M-V/def2-TZVPD",
  "elements": ["I", "N", "C", "C", "C", "H", "H", "H", "H", "H", "H", "H"],
  "xyz": [[-3.01, 0.02, -0.02], [-0.06, -0.05, 0.48], [-1.05, -0.88, -0.19], [1.35, -0.04, 0.06], [0.49, 1.13, -0.18], [0.61, 2.02, 0.43], [1.60, -0.70, -0.76], [-1.08, -1.87, 0.27], [-0.25, 0.03, 1.48], [-0.81, -0.97, -1.25], [2.09, -0.03, 0.85], [0.13, 1.33, -1.18]],
  "charge": 1,
  "homo_lumo_gap_ev": 10.12,
  "smiles": "IC[NH+]1CC1",
  "lumo_ev": -3.8,
  "largest_force_ev_per_a": 1.2,
  "multiplicity": 1,
  "energy_ev": -12807.191
}

(13)
{
  "formula": "C3H7IN",
  "method": "ωB97M-V/def2-TZVPD",
  "elements": ["I", "N", "C", "C", "C", "H", "H", "H", "H", "H", "H", "H"],
  "xyz": [[-2.03, 2.38, 0.34], [-0.01, -0.04, 0.51], [0.09, -1.48, 0.22], [-0.73, 0.87, -0.34], [0.73, 0.92, -0.26], [-0.87, 0.38, -1.38], [-0.85, -1.93, 0.15], [0.35, -1.59, -0.84], [-0.10, 0.09, 1.60], [1.32, 1.62, 0.34], [1.29, 0.76, -1.23], [0.79, -2.00, 0.89]],
  "charge": 1,
  "homo_lumo_gap_ev": 10.08,
  "smiles": "C[N@H+]1C[C@@H]1I",
  "lumo_ev": -4.0,
  "largest_force_ev_per_a": 3.8,
  "multiplicity": 1,
  "energy_ev": -12806.244
}

(14)
{
  "formula": "C3H7IN2S",
  "method": "ωB97M-V/def2-TZVPD",
  "elements": ["I", "S", "N", "N", "C", "C", "C", "H", "H", "H", "H", "H", "H", "H"],
  "xyz": [[-2.68, 0.02, 0.35], [0.31, -1.31, 0.74], [0.23, 1.17, 0.08], [1.68, 3.22, 0.36], [0.99, 2.46, -0.37], [-0.54, -2.74, -0.04], [-0.59, -0.15, -0.24], [1.65, 2.90, 1.26], [-0.51, -0.23, -1.29], [0.45, 1.22, 1.01], [0.86, 2.49, -1.39], [-1.65, -2.77, 0.16], [0.01, -3.46, 0.53], [-0.22, -2.81, -1.17]],
  "homo_lumo_gap_ev": 9.14,
  "smiles": "[H]/N=C\\N[C@H](I)SC",
  "lumo_ev": 0.1,
  "largest_force_ev_per_a": 5.3,
  "multiplicity": 1,
  "energy_ev": -25137.773
}

(15)
{
  "formula": "C3H7MgO2",
  "method": "ωB97M-V/def2-TZVPD",
  "elements": ["Mg", "O", "O", "C", "C", "C", "H", "H", "H", "H", "H", "H", "H"],
  "xyz": [[0.21, 2.07, 1.15], [-0.42, 0.11, 0.12], [1.99, 1.13, 0.06], [0.61, -0.78, -0.21], [-1.72, -0.46, 0.08], [1.91, -0.05, -0.21], [-0.35, 3.22, -0.12], [2.82, -0.66, -0.37], [-1.95, -0.78, -0.95], [0.47, -1.22, -1.22], [0.68, -1.61, 0.52], [-1.80, -1.31, 0.77], [-2.43, 0.32, 0.39]],
  "homo_lumo_gap_ev": [4.82, 8.39],
  "lumo_ev": [0.0, 0.2],
  "largest_force_ev_per_a": 0.6,
  "multiplicity": 2,
  "energy_ev": -12761.242
}

(16)
{
  "formula": "C3H7MgO3Rh",
  "method": "ωB97M-V/def2-TZVPD",
  "elements": ["Rh", "Mg", "O", "O", "O", "C", "C", "C", "H", "H", "H", "H", "H", "H", "H"],
  "xyz": [[3.53, 1.17, -0.19], [0.83, 1.48, 0.20], [-0.95, 2.18, 0.34], [-0.27, -0.36, -0.08], [4.54, -0.32, -0.43], [0.17, -1.65, -0.04], [-1.64, -0.12, 0.29], [-1.95, 1.33, -0.09], [-2.08, 1.37, -1.19], [-2.93, 1.57, 0.35], [-0.57, -2.42, -0.28], [4.22, -1.29, -0.48], [-1.72, -0.27, 1.38], [1.12, -1.83, 0.47], [-2.29, -0.83, -0.24]],
  "charge": 1,
  "homo_lumo_gap_ev": [7.76, 5.04],
  "lumo_ev": [-4.3, -7.6],
  "largest_force_ev_per_a": 2.8,
  "multiplicity": 6,
  "energy_ev": -17807.019
}

(17)
{
  "formula": "C3H7N",
  "method": "ωB97M-V/def2-TZVPD",
  "elements": ["N", "C", "C", "C", "H", "H", "H", "H", "H", "H", "H"],
  "xyz": [[-1.57, -1.23, -0.59], [1.37, 0.95, 0.42], [-0.58, -0.25, -0.52], [0.27, -0.09, 0.49], [-2.32, -1.06, -1.24], [-0.49, 0.34, -1.42], [2.31, 0.48, 0.11], [0.25, -0.70, 1.38], [1.54, 1.42, 1.40], [1.12, 1.70, -0.32], [-1.90, -1.56, 0.30]],
  "homo_lumo_gap_ev": 9.21,
  "smiles": "C/C=C/N",
  "lumo_ev": 1.3,
  "largest_force_ev_per_a": 0.9,
  "multiplicity": 1,
  "energy_ev": -4714.012
}

(18)
{
  "formula": "C3H7N",
  "method": "ωB97M-V/def2-TZVPD",
  "elements": ["N", "C", "C", "C", "H", "H", "H", "H", "H", "H", "H"],
  "xyz": [[0.28, 1.46, 0.03], [0.05, 0.16, 0.04], [0.13, -0.58, -1.28], [-0.34, -0.65, 1.25], [-0.53, -1.45, -1.39], [1.16, -0.97, -1.35], [-1.22, -1.26, 1.08], [0.02, 0.11, -2.11], [-0.44, 0.04, 2.09], [0.50, -1.34, 1.44], [-0.84, 1.18, -0.03]],
  "homo_lumo_gap_ev": 8.70,
  "lumo_ev": 0.8,
  "largest_force_ev_per_a": 1.7,
  "multiplicity": 1,
  "energy_ev": -4711.249
}

(19)
{
  "formula": "C3H7N",
  "method": "ωB97M-V/def2-TZVPD",
  "elements": ["N", "C", "C", "C", "H", "H", "H", "H", "H", "H", "H"],
  "xyz": [[-0.28, -0.27, -1.12], [-0.04, 0.95, -0.40], [0.68, 0.19, 0.64], [-0.11, -1.02, 0.11], [-1.18, -0.31, -1.68], [0.19, -2.08, 0.03], [0.47, 1.85, -0.85], [-1.00, 1.27, 0.06], [1.81, 0.14, 0.59], [0.46, 0.35, 1.72], [-0.99, -1.08, 0.91]],
  "homo_lumo_gap_ev": 10.07,
  "lumo_ev": 1.2,
  "largest_force_ev_per_a": 4.0,
  "multiplicity": 1,
  "energy_ev": -4712.746
}